[1]
# C14H56N28O14

A 14-piece molecular cluster, C14H56N28O14 overall at a distorted geometry (wB97M-V/def2-TZVPD, the Open Molecules 2025 dataset).

Summary:
Kohn-Sham gap: 8.000 eV
Highest occupied orbital energy: -8.314 eV

```
! wB97M-V def2-TZVPD RIJCOSX def2/J DEFGRID3
* xyz 0 1
C 2.6266 3.1201 -4.7652
O 2.9598 1.9364 -4.8808
N 3.1927 4.0502 -5.5766
N 1.6624 3.6205 -3.9735
H 3.7257 3.6461 -6.3272
H 3.0555 5.0311 -5.4341
H 1.2982 4.5410 -4.1047
H 1.2848 2.9328 -3.3431
C -3.2463 2.9555 1.4856
O -4.0276 3.7366 0.9744
N -2.7040 1.8806 0.8523
N -2.8111 3.0286 2.7918
H -2.0585 1.1973 1.2210
H -3.0165 1.8181 -0.1035
H -2.1402 2.3378 3.0790
H -2.9951 3.7937 3.4116
C -0.9170 -4.9378 -2.1340
O -1.1079 -4.0557 -1.3065
N -1.9133 -5.6334 -2.7366
N 0.3453 -5.2308 -2.5830
H -1.6869 -6.2699 -3.4796
H -2.8145 -5.1914 -2.8037
H 0.6946 -6.0893 -2.9577
H 0.9263 -4.4619 -2.2604
C 1.8133 -1.1368 5.0692
O 1.4748 -2.3077 5.0059
N 2.5637 -0.5922 6.0537
N 1.4219 -0.1950 4.1386
H 2.1694 0.2716 6.3863
H 2.9995 -1.2650 6.6630
H 1.7828 0.7355 4.2058
H 0.6686 -0.5001 3.5470
C 4.6899 1.2215 -0.0918
O 4.6947 0.9689 -1.2949
N 5.7746 0.9763 0.6705
N 3.6458 1.8372 0.5021
H 6.5614 0.5682 0.1940
H 5.8781 1.0952 1.6623
H 2.8802 2.2247 -0.0333
H 3.5112 2.0492 1.4756
C -1.9641 5.0703 -2.2411
O -3.0440 5.1980 -2.7913
N -1.4130 6.0083 -1.4064
N -1.0785 4.0489 -2.4487
H -0.5792 5.9253 -0.8799
H -1.9233 6.8761 -1.4012
H -1.5592 3.2529 -2.8470
H -0.5113 3.9694 -1.6115
C -2.4369 -0.5144 4.9216
O -1.7756 -0.6943 5.9505
N -3.6629 0.0841 4.9927
N -2.1057 -0.9015 3.6650
H -4.2775 0.0820 4.1947
H -3.7896 0.3953 5.9405
H -1.1978 -1.2533 3.4495
H -2.7838 -0.5507 3.0076
C -1.4435 -3.9804 2.4529
O -2.5856 -4.4395 2.3950
N -0.7475 -3.5159 1.3983
N -0.7549 -3.8319 3.6332
H 0.1747 -3.2100 1.6881
H -1.0509 -3.6670 0.4440
H -1.3193 -4.0765 4.4301
H 0.0740 -3.2941 3.8400
C -5.1786 -1.2622 1.1863
O -4.5856 -0.9485 2.2178
N -6.5401 -1.3964 1.1281
N -4.5490 -1.4115 0.0123
H -6.9428 -1.7137 1.9975
H -6.9602 -1.8585 0.3393
H -5.0801 -1.7669 -0.7615
H -3.5514 -1.5346 0.0060
C 2.4539 -1.5147 -2.6551
O 1.6057 -2.4263 -2.5115
N 3.6688 -1.5377 -2.0586
N 2.1444 -0.2684 -3.0797
H 4.0461 -0.6111 -1.9089
H 3.7476 -2.3140 -1.4189
H 1.3506 -0.1512 -3.6999
H 2.8802 0.4178 -3.0548
C -0.0982 0.0590 -0.1036
O -0.2645 0.2658 1.1229
N 0.2657 0.9486 -1.0627
N -0.3880 -1.1239 -0.6692
H 0.3174 0.5208 -1.9657
H 0.2285 1.9385 -0.8971
H -0.9942 -1.6944 -0.0994
H 0.1728 -1.5387 -1.4053
C 0.3569 3.9965 1.1252
O 0.8339 3.6185 0.0359
N 0.3372 3.2153 2.2092
N 0.0156 5.2881 1.3150
H -0.0014 3.5440 3.0924
H 0.6036 2.2549 2.0353
H -0.2950 5.5901 2.2199
H 0.2676 5.9312 0.5957
C -0.6721 -1.6257 -5.4416
O -0.1447 -0.5153 -5.3427
N -0.2589 -2.6989 -4.7483
N -1.7611 -1.8764 -6.2137
H 0.3234 -2.6197 -3.9249
H -0.8991 -3.4739 -4.7446
H -2.2541 -1.2046 -6.7773
H -2.0172 -2.7788 -6.5778
C 2.9293 -2.3470 1.3534
O 2.1275 -3.1675 1.7993
N 2.8299 -1.0137 1.5801
N 4.0598 -2.7857 0.7323
H 3.6285 -0.4195 1.4650
H 2.1268 -0.7326 2.2459
H 4.8509 -2.1666 0.7000
H 4.1562 -3.7799 0.6321
*
```


[2]
# C14H5Cl8MoNO2S2Si

C14H5Cl8MoNO2S2Si as an isolated structure at a distorted geometry (wB97M-V/def2-TZVPD, the Open Molecules 2025 dataset).

Summary:
Kohn-Sham gap (spin up / spin down): 6.402 / 6.397 eV
Highest occupied orbital energy (spin up / spin down): -8.753 / -8.758 eV

```
! wB97M-V def2-TZVPD RIJCOSX def2/J DEFGRID3
* xyz 0 1
Mo -0.3438 -0.2573 0.1280
Cl -1.9340 -0.2580 3.2182
C -0.2258 -0.1393 3.2773
C 0.4213 -0.1569 2.0458
C 1.8102 -0.0862 2.0609
Cl 2.4315 -0.1582 0.4511
C 2.5641 0.0058 3.2181
Cl 4.2709 0.1000 3.1753
C 1.8746 0.0247 4.4418
Cl 2.7420 0.1508 5.9080
C 0.4771 -0.0518 4.4742
Cl -0.3614 -0.0398 5.9635
S 0.2785 0.4619 -2.1567
C 0.1083 1.9988 -1.4147
N -0.0279 2.0075 -0.1078
C -0.0477 3.2796 0.3969
C -0.1287 3.6359 1.7386
C -0.1298 4.9784 2.0601
C -0.0621 5.9645 1.0765
C 0.0304 5.6281 -0.2590
C 0.0460 4.2840 -0.5873
S 0.1796 3.5609 -2.1737
H -0.1833 2.8603 2.4892
H -0.1858 5.2744 3.0960
H -0.0899 7.0072 1.3514
H 0.0860 6.3799 -1.0277
Cl -1.9409 -3.8100 0.2689
Si -0.2242 -2.7284 0.0043
Cl 1.0348 -3.4085 1.5307
Cl 0.6461 -3.4659 -1.6962
O -3.7490 0.2514 -1.4106
C -3.3725 0.1077 -0.2734
O -2.1448 -0.1137 0.0495
H -4.0495 0.1582 0.6122
*
```


[3]
# C14H5F11MnNO4S5SbSe

C14H5F11MnNO4S5SbSe as an isolated structure at a distorted geometry (wB97M-V/def2-TZVPD, the Open Molecules 2025 dataset).

Summary:
Kohn-Sham gap (spin up / spin down): 6.488 / 6.703 eV
Highest occupied orbital energy (spin up / spin down): -2.044 / -2.292 eV

```
! wB97M-V def2-TZVPD RIJCOSX def2/J DEFGRID3
* xyz -2 6
Mn 0.3113 -1.3217 -0.9614
S -1.1753 -5.2577 1.8195
Sb 0.6977 -4.6316 0.7413
S 0.0378 -3.5643 -1.1948
S 1.4424 -1.7484 1.1381
F 3.4908 0.0499 -4.4947
C 4.2869 0.1845 -3.4370
F 5.3199 -0.6485 -3.5869
F 4.7647 1.4303 -3.4265
S 3.3805 -0.2236 -1.8551
O 2.1822 -0.8959 -2.3281
O 4.3534 -0.9296 -1.0893
N 3.0974 1.2079 -1.2372
S 1.6755 1.8549 -1.0783
O 0.5819 0.8992 -0.9547
O 1.7392 2.9561 -0.1721
C 1.3225 2.6377 -2.6995
F 1.5057 1.7810 -3.7021
F 2.1313 3.6852 -2.8990
F 0.0629 3.0652 -2.7231
Se 1.7787 -0.0743 2.5438
C 0.3329 -0.2588 3.7682
C 0.3240 0.5823 4.8806
C -0.7112 0.5153 5.8016
C -1.7446 -0.3998 5.6266
C -1.7259 -1.2416 4.5226
C -0.6952 -1.1743 3.5918
H 1.1312 1.2926 5.0244
H -0.7100 1.1792 6.6587
H -2.5570 -0.4507 6.3416
H -2.5182 -1.9643 4.3705
H -0.6979 -1.8296 2.7286
F -1.0875 -0.7240 -3.7660
C -1.9616 -0.3220 -2.7912
C -1.7522 -0.6947 -1.4885
C -2.6720 -0.1866 -0.6073
F -2.5666 -0.4428 0.7240
C -3.7411 0.6166 -0.9700
F -4.6282 1.0865 -0.0672
C -3.9059 0.9481 -2.3009
F -4.9467 1.7165 -2.6876
C -2.9997 0.4787 -3.2318
F -3.1544 0.8170 -4.5315
*
```


[4]
# C14H61N9O22S

A 21-piece molecular cluster, C14H61N9O22S overall at a distorted geometry (wB97M-V/def2-TZVPD, the Open Molecules 2025 dataset).

Summary:
Kohn-Sham gap: 7.337 eV
Highest occupied orbital energy: -7.749 eV

```
! wB97M-V def2-TZVPD RIJCOSX def2/J DEFGRID3
* xyz 0 1
O 3.6013 1.8935 1.5871
O 3.6089 -0.1489 3.0126
N -4.2269 -0.7251 -3.4615
N 0.4693 1.5207 3.8928
C -3.5658 -0.8079 -2.3029
C -3.3522 -1.0919 -4.4693
C -2.1360 -1.4133 -3.9177
C -0.8264 1.4370 4.0955
C 1.0680 1.0473 2.7611
C -1.5844 0.9302 3.0032
C -1.0705 0.3553 1.8659
C 0.2904 0.4788 1.6840
N -2.3183 -1.3446 -2.5472
N 2.7809 -0.1752 -0.8793
N 3.0360 -1.0198 0.2018
N 1.7867 0.6371 -0.3053
N 1.7999 -1.2949 0.7333
N -2.0041 -0.0741 0.8800
N 3.5164 2.0068 4.0410
C 0.9355 -0.1537 0.5202
C -2.3659 0.8963 -0.1142
C -2.4781 -1.4403 0.7281
C -3.8278 0.8344 -0.4466
C -3.8865 -1.5382 0.1437
C -4.2332 -0.5809 -0.9750
S 2.9699 1.0988 2.6693
H -3.5876 -1.0182 -5.5553
H -1.2727 -1.7269 -4.3801
H -1.2228 1.8278 5.0405
H -2.6424 0.9459 3.0703
H -1.6319 -1.6144 -1.8353
H 2.3439 -0.7643 -1.6274
H 3.7140 -1.8067 0.0033
H 1.2737 1.1816 -1.0698
H 1.3325 -2.1091 0.3369
H 3.1896 1.4494 4.8662
H 3.0205 2.8827 3.9819
H 0.1439 -0.4464 -0.1121
H -1.7651 0.7021 -1.0073
H -2.1395 1.9053 0.1952
H -2.2902 -1.9972 1.6192
H -1.8527 -1.9335 0.0115
H -4.3689 1.1417 0.4489
H -4.0477 1.5204 -1.2424
H -4.6342 -1.3946 0.9253
H -4.0273 -2.5897 -0.1786
H -5.2722 -0.5581 -1.2177
O -5.0669 0.3750 3.5131
H -5.8264 -0.2800 3.3795
H -4.2041 -0.1504 3.5715
O 4.2408 4.4664 1.0138
H 3.6169 4.9351 1.6578
H 3.8438 3.5627 0.7917
O 3.2768 2.8358 -1.4278
H 2.6755 3.5736 -1.0844
H 2.9413 1.9569 -1.0553
O 6.0521 0.4336 4.2534
H 6.7209 1.1041 3.8972
H 5.2301 0.4650 3.6643
O -1.7663 -3.0750 -6.6967
H -1.1672 -2.2672 -6.8077
H -2.6048 -2.9228 -7.2422
O -0.1428 -3.7849 -0.6765
H -0.0287 -4.2474 0.2162
H -1.1011 -3.9101 -0.9761
O -2.6311 -4.5452 -1.0691
H -2.9169 -4.8173 -0.1374
H -3.2977 -4.9274 -1.7274
O -3.1958 -1.1851 4.7694
H -3.6016 -1.0957 5.6920
H -2.1940 -1.2816 4.8738
O 1.3907 -2.6312 -2.9990
H 1.0106 -2.9623 -2.1217
H 0.9799 -3.1761 -3.7460
O 3.2383 0.8868 6.7538
H 3.9115 0.3244 7.2581
H 2.3110 0.5990 7.0383
O 2.1422 4.1988 5.1973
H 2.8447 4.6633 5.7582
H 1.3212 4.0599 5.7720
O 5.0850 -2.7408 -1.3298
H 4.6920 -2.3631 -2.1822
H 4.9045 -3.7363 -1.3136
O 6.0136 1.2535 0.5602
H 5.1673 1.7120 0.8722
H 6.6745 1.9673 0.2819
O -6.4307 2.9766 0.4139
H -7.2599 3.5496 0.5031
H -5.7773 3.4596 -0.1891
O 0.2288 1.9844 -2.5984
H -0.4771 2.4254 -3.1737
H 0.5656 2.6683 -1.9332
O 4.5823 -2.6356 3.4836
H 4.6417 -2.7518 4.4870
H 4.3137 -1.6789 3.2925
O -2.7551 0.6987 -7.0797
H -3.1613 1.5828 -7.3574
H -3.1506 -0.0270 -7.6634
O 5.6960 3.3057 3.1956
H 5.0452 2.6208 3.5577
H 5.1863 3.9348 2.5888
O -0.2207 -0.6655 -6.6614
H -0.9058 0.0498 -6.8679
H 0.3450 -0.3456 -5.8858
O -4.0733 -1.6285 -8.2112
H -4.1915 -2.4432 -8.7995
H -4.9913 -1.2789 -7.9688
*
```


[5]
# C14H6F6LiN5O7S4Se

C14H6F6LiN5O7S4Se as an isolated structure at a distorted geometry (wB97M-V/def2-TZVPD, the Open Molecules 2025 dataset).

Summary:
Kohn-Sham gap: 4.282 eV
Highest occupied orbital energy: -0.873 eV

```
! wB97M-V def2-TZVPD RIJCOSX def2/J DEFGRID3
* xyz -2 1
Li -1.3192 -1.4088 -0.8950
Se -0.8030 4.3144 4.4377
N -0.8013 2.5265 4.5393
C -0.8073 2.0745 3.3220
C -0.8147 0.6495 2.9793
C -0.8215 -0.3566 3.9409
C -0.8362 -1.6695 3.5249
C -0.8244 -1.9348 2.1558
N -0.7912 -0.9838 1.2419
C -0.8078 0.2837 1.6367
C -0.8440 1.3054 0.5560
N -0.9140 0.8462 -0.6927
C -0.9776 1.7148 -1.6865
C -0.9400 3.0953 -1.4868
C -0.8649 3.5746 -0.1993
C -0.8286 2.6638 0.8533
C -0.8026 3.0808 2.2591
N -0.7908 4.3202 2.6466
H -0.8285 -0.0878 4.9897
H -0.8610 -2.4849 4.2349
H -0.8556 -2.9503 1.7789
H -1.0755 1.2844 -2.6758
H -0.9818 3.7636 -2.3360
H -0.8485 4.6354 0.0168
F 1.2272 -2.8401 -4.6724
C 1.7965 -2.7470 -3.4651
F 3.1058 -2.5246 -3.6467
F 1.6494 -3.9114 -2.8393
S 0.9970 -1.3450 -2.5069
O 0.2832 -2.0286 -1.4484
O 0.2901 -0.6058 -3.5025
N 2.1963 -0.4666 -1.9499
S 2.9563 -0.9338 -0.6262
O 3.2385 -2.3453 -0.5558
O 2.5098 -0.2608 0.5620
C 4.5691 -0.1526 -0.9931
F 5.4128 -0.4205 0.0200
F 4.4624 1.1777 -1.1005
F 5.1145 -0.6233 -2.1195
O -2.9930 -2.2367 -0.0783
S -3.7129 -1.5728 -1.2211
O -4.3055 -0.3030 -0.7752
O -2.6377 -1.3100 -2.2417
S -5.1199 -2.8066 -1.9812
*
```


[6]
# C14H7BF7IrO2S

C14H7BF7IrO2S as an isolated structure (wB97M-V/def2-TZVPD, the Open Molecules 2025 dataset).

Summary:
Kohn-Sham gap (spin up / spin down): 7.398 / 7.373 eV
Highest occupied orbital energy (spin up / spin down): -12.412 / -12.383 eV

```
! wB97M-V def2-TZVPD RIJCOSX def2/J DEFGRID3
* xyz 1 2
Ir 0.8137 -0.6505 1.2764
C 4.2580 2.0227 1.1334
C 2.8979 1.4522 1.1610
O 2.7219 0.2287 1.2496
C -1.2586 2.2444 -0.3678
C -2.5344 2.6831 -0.6458
C -3.4027 2.9096 0.4130
C -3.0016 2.6982 1.7249
C -1.7188 2.2476 1.9989
C -0.8680 2.0234 0.9393
O 0.4425 1.5293 1.1574
H 5.0173 1.2475 1.1870
H 4.3645 2.7254 1.9657
H 4.3755 2.6194 0.2238
H -2.8274 2.8476 -1.6735
H -4.4053 3.2576 0.2072
H -3.6875 2.8816 2.5394
H -1.3850 2.0641 3.0117
F -0.3664 2.0134 -1.3442
B 1.5509 2.3227 1.0721
F 1.5020 3.6168 0.9303
F -0.4574 -4.7503 -4.0513
C -0.3371 -4.2681 -2.8301
C -0.6127 -5.0726 -1.7356
F -0.9972 -6.3248 -1.9174
C -0.4818 -4.5577 -0.4571
F -0.7508 -5.3441 0.5761
C -0.0802 -3.2423 -0.2439
S 0.0590 -2.6437 1.4117
C 0.1869 -2.4658 -1.3632
F 0.5832 -1.1816 -1.2116
C 0.0671 -2.9519 -2.6459
F 0.3326 -2.1818 -3.6916
*
```


[7]
# C14H7Cl44FNO2

A 12-piece molecular cluster, C14H7Cl44FNO2 overall at a distorted geometry (wB97M-V/def2-TZVPD, the Open Molecules 2025 dataset).

Summary:
Kohn-Sham gap: 4.635 eV
Highest occupied orbital energy: -3.277 eV

```
! wB97M-V def2-TZVPD RIJCOSX def2/J DEFGRID3
* xyz -1 1
C 2.8269 2.4781 -0.3336
C 2.1559 3.5258 -1.2402
F 1.4956 4.4583 -0.2683
N 1.3418 3.0971 -2.2588
C 0.5639 1.9847 -1.9484
O -0.2881 2.0571 -0.7492
O -1.1173 3.2249 -0.8837
H 2.9716 1.5274 -0.8548
H 2.2574 2.3065 0.5825
H 3.8232 2.8321 -0.0474
H 2.9437 4.1349 -1.6970
H 1.1278 1.0416 -1.7751
H -0.1331 1.7895 -2.7718
H -1.0373 3.5566 0.0130
C 7.7014 3.8622 -2.8894
Cl 6.4362 4.3743 -3.9989
Cl 7.7569 2.0916 -2.8464
Cl 9.2688 4.4703 -3.4539
Cl 7.3763 4.4972 -1.2810
C -0.5523 1.3796 2.8100
Cl -0.0259 1.3172 4.5065
Cl -2.1443 0.6235 2.6714
Cl -0.6490 3.0715 2.3201
Cl 0.6034 0.5157 1.8184
C -4.2115 -2.7867 4.6980
Cl -5.1369 -1.7247 3.6204
Cl -4.3149 -4.4499 4.1105
Cl -2.5312 -2.2708 4.7145
Cl -4.8735 -2.6912 6.3341
C -1.5979 -1.2910 -4.0407
Cl -0.6873 -2.7553 -3.6277
Cl -3.3083 -1.7218 -4.2679
Cl -1.4297 -0.1055 -2.7689
Cl -0.9765 -0.6312 -5.5595
C -2.7680 0.6174 -9.1672
Cl -3.8709 0.1977 -7.8587
Cl -1.1116 0.6035 -8.5686
Cl -2.9330 -0.5670 -10.4746
Cl -3.1613 2.2255 -9.7839
C 6.6365 0.9647 1.9026
Cl 5.9152 2.4100 2.6010
Cl 5.4910 -0.3731 2.0254
Cl 7.0488 1.2448 0.2142
Cl 8.1141 0.5561 2.7995
C -6.2481 -3.2436 -6.6952
Cl -5.5766 -3.1861 -8.3266
Cl -7.8575 -3.9779 -6.7458
Cl -5.1961 -4.2059 -5.6576
Cl -6.3798 -1.6043 -6.0530
C -8.9286 -4.1131 5.5745
Cl -10.4527 -3.7288 4.7663
Cl -8.6143 -5.8475 5.4397
Cl -7.6120 -3.2172 4.8265
Cl -9.0451 -3.6713 7.2837
C 3.8035 2.9567 6.1925
Cl 3.0772 3.5828 7.6849
Cl 5.2598 3.8805 5.8162
Cl 4.2473 1.2587 6.4203
Cl 2.6519 3.0790 4.8785
C 0.7254 -0.1168 9.0924
Cl -0.0071 -1.6595 9.5552
Cl 0.3738 0.2058 7.3961
Cl 0.0449 1.1777 10.0868
Cl 2.4671 -0.1962 9.3500
C 1.6308 -5.8297 -4.6367
Cl 0.3085 -5.2836 -5.6641
Cl 1.8430 -7.5773 -4.8276
Cl 3.1190 -5.0033 -5.0999
Cl 1.2618 -5.4686 -2.9472
*
```


[8]
# C14H8Cl5N3OPtS2

C14H8Cl5N3OPtS2 as an isolated structure (wB97M-V/def2-TZVPD, the Open Molecules 2025 dataset).

Summary:
Kohn-Sham gap (spin up / spin down): 5.805 / 4.386 eV
Highest occupied orbital energy (spin up / spin down): -6.089 / -7.615 eV

```
! wB97M-V def2-TZVPD RIJCOSX def2/J DEFGRID3
* xyz 0 3
Pt -0.4277 -0.0707 0.3343
C 2.4444 0.4585 4.6933
S 1.7469 -1.1920 4.3935
C 0.7344 -0.8126 3.0007
S 1.5119 -0.1993 1.5482
N -0.5268 -1.0374 3.0958
N -1.2229 -0.7772 1.9647
C -2.5489 -0.9381 1.9499
C -3.2233 -0.5981 0.7742
C -4.6221 -0.7171 0.6070
C -5.2025 -0.3440 -0.5702
C -4.3926 0.1555 -1.6084
C -3.0396 0.2479 -1.4012
N -2.4414 -0.1112 -0.2554
H 3.1566 0.3495 5.5087
H 1.6508 1.1431 4.9837
H 2.9524 0.8174 3.8022
H -3.0384 -1.3063 2.8396
H -5.2085 -1.1034 1.4303
H -6.2724 -0.4292 -0.7096
H -4.8135 0.4634 -2.5543
H -2.4009 0.6245 -2.1877
Cl 2.3374 1.9316 -6.4928
C 2.5273 1.6182 -4.8321
C 1.3909 1.3494 -4.0395
Cl -0.1631 1.3340 -4.7754
C 1.5340 1.1031 -2.6953
Cl 0.1046 0.7977 -1.7795
C 2.8336 1.1151 -2.0449
O 2.9667 0.9136 -0.8461
C 3.9733 1.3883 -2.9155
Cl 5.5040 1.4007 -2.1776
C 3.8171 1.6264 -4.2581
Cl 5.1803 1.9404 -5.2516
*
```